[1]
Here is a cluster of 2 separate species, C5H11NO in total at a distorted geometry from the Open Molecules 2025 dataset. Energies are from ωB97M-V/def2-TZVPD.

Last column: Mulliken charge in e.
Element x y z (Å)
C1 0.29 1.63 -0.18  -0.81
C2 -0.82 1.35 0.62  -0.29
C3 -1.46 -0.04 0.47  -0.57
C4 -0.51 -1.12 0.45  -0.20
C5 0.24 -1.51 1.46  -0.14
N1 1.29 -2.52 1.51  -0.47
H1 1.00 2.45 -0.03  0.25
H2 0.62 1.11 -0.96  0.43
H3 -1.39 2.13 1.14  0.37
H4 -2.19 -0.05 1.30  0.29
H5 -2.09 -0.24 -0.45  0.28
H6 -0.13 -1.60 -0.58  0.21
H7 0.24 -0.97 2.44  0.24
H8 1.30 -3.01 2.40  0.21
H9 1.97 -2.52 0.77  0.19
O1 0.33 1.36 -3.68  -0.64
H10 1.10 1.80 -3.93  0.31
H11 0.21 1.74 -2.76  0.35

Properties
energy relative to the best compared isomer or geometry (same formula, charge and spin): 373.5 kJ/mol
molar mass: 101.1 Da
SMILES: C=CC/C=C/N.O
HOMO energy: -8.2 eV
Kohn-Sham gap: 9.108 eV
E_LUMO: 0.9 eV

[2]
Here is a cluster of 2 separate species, C5H11NO in total at a distorted geometry from the Open Molecules 2025 dataset. Energies are from ωB97M-V/def2-TZVPD.

Last column: Mulliken charge in e.
Element x y z (Å)
C1 0.62 0.93 1.78  -0.33
N1 0.88 0.84 0.55  -0.31
C2 -0.15 0.90 -0.41  0.58
C3 0.00 1.74 -1.42  -0.94
C4 -1.41 0.15 -0.12  -0.62
C5 -1.26 -1.38 -0.10  -0.95
H1 1.40 0.83 2.52  0.27
H2 -0.40 1.12 2.14  0.21
H3 -0.69 1.75 -2.26  0.28
H4 0.93 2.26 -1.63  0.32
H5 -2.26 0.46 -0.72  0.42
H6 -1.72 0.47 0.88  0.21
H7 -2.18 -1.84 -0.46  0.34
H8 -1.05 -1.76 0.89  0.27
H9 -0.43 -1.69 -0.73  0.27
O1 2.27 -1.73 -0.11  -0.60
H10 3.19 -1.97 0.00  0.28
H11 2.26 -1.06 -0.81  0.31

Properties
energy relative to the best compared isomer or geometry (same formula, charge and spin): 222.0 kJ/mol
molar mass: 101.1 Da
SMILES: C=NC(=C)CC.O
HOMO energy: -8.8 eV
Kohn-Sham gap: 9.743 eV
E_LUMO: 1.0 eV

[3]
Here is an isolated molecule of C5H11NO at a distorted geometry from the Open Molecules 2025 dataset. Energies are from ωB97M-V/def2-TZVPD.

Last column: Mulliken charge in e.
Element x y z (Å)
C1 -1.60 -1.46 -0.11  -1.40
C2 -0.29 -0.79 0.33  0.79
C3 -0.38 -0.24 1.77  -1.32
C4 0.12 0.26 -0.70  -0.88
C5 1.31 1.16 -0.38  0.41
N1 1.71 1.95 -1.49  -0.54
O1 1.91 1.15 0.66  -0.57
H1 -2.23 -0.66 -0.53  0.35
H2 -2.17 -1.81 0.74  0.37
H3 -1.51 -2.22 -0.89  0.33
H4 0.50 -1.54 0.32  0.19
H5 -0.92 0.71 1.74  0.29
H6 -1.03 -0.92 2.31  0.40
H7 0.59 -0.11 2.24  0.32
H8 -0.73 0.96 -0.80  0.28
H9 0.26 -0.11 -1.72  0.41
H10 2.60 2.37 -1.26  0.33
H11 1.86 1.30 -2.25  0.25

Properties
energy relative to the best compared isomer or geometry (same formula, charge and spin): 35.9 kJ/mol
molar mass: 101.1 Da
SMILES: CC(C)CC(N)=O
HOMO energy: -9.8 eV
Kohn-Sham gap: 10.665 eV
E_LUMO: 0.9 eV

[4]
Here is an isolated molecule of C5H11NO at a distorted geometry from the Open Molecules 2025 dataset. Energies are from ωB97M-V/def2-TZVPD.

Last column: Mulliken charge in e.
Element x y z (Å)
C1 0.10 0.24 -2.00  -1.26
C2 0.73 -0.48 -0.82  -0.50
C3 -0.18 -0.50 0.51  0.50
C4 0.52 -1.32 1.59  -1.59
C5 -0.28 0.95 0.96  0.28
N1 -1.35 1.63 0.46  -0.36
O1 0.62 1.51 1.55  -0.64
H1 0.11 1.33 -1.90  0.32
H2 0.65 -0.01 -2.90  0.40
H3 -0.93 -0.09 -2.15  0.28
H4 0.86 -1.55 -1.07  0.36
H5 1.70 -0.06 -0.59  0.32
H6 -1.18 -0.88 0.29  0.34
H7 0.63 -2.35 1.28  0.42
H8 -0.06 -1.28 2.51  0.40
H9 1.50 -0.90 1.80  0.30
H10 -1.40 2.62 0.60  0.23
H11 -2.03 1.15 -0.11  0.21

Properties
energy relative to the best compared isomer or geometry (same formula, charge and spin): 0.0 kJ/mol
molar mass: 101.1 Da
SMILES: CC[C@@H](C)C(N)=O
HOMO energy: -9.6 eV
Kohn-Sham gap: 10.564 eV
E_LUMO: 0.9 eV

[5]
Here is an isolated molecule of C5H11NO from the Open Molecules 2025 dataset. Energies are from ωB97M-V/def2-TZVPD.

Last column: Mulliken charge in e.
Element x y z (Å)
C1 -1.78 -0.76 -0.79  -1.20
C2 -1.28 0.39 0.08  -0.64
C3 0.23 0.62 -0.04  0.54
C4 0.67 1.88 0.72  -1.53
N1 0.94 -0.51 0.54  -0.59
C5 1.54 -1.31 -0.22  0.16
O1 2.21 -2.37 0.26  -0.48
H1 -1.58 -0.56 -1.85  0.31
H2 -1.30 -1.70 -0.52  0.29
H3 -2.86 -0.89 -0.67  0.37
H4 -1.79 1.32 -0.19  0.32
H5 -1.51 0.19 1.14  0.32
H6 0.48 0.74 -1.11  0.33
H7 0.13 2.76 0.35  0.38
H8 0.46 1.76 1.78  0.33
H9 1.74 2.05 0.60  0.37
H10 1.60 -1.27 -1.32  0.37
H11 2.11 -2.31 1.23  0.35

Properties
energy relative to the best compared isomer or geometry (same formula, charge and spin): 68.8 kJ/mol
molar mass: 101.1 Da
SMILES: CC[C@@H](C)/N=C/O
HOMO energy: -9.9 eV
Kohn-Sham gap: 10.961 eV
E_LUMO: 1.1 eV

[6]
Here is an isolated molecule of C5H11NO at a distorted geometry from the Open Molecules 2025 dataset. Energies are from ωB97M-V/def2-TZVPD.

Last column: Mulliken charge in e.
Element x y z (Å)
C1 -1.67 -1.72 -0.22  -0.90
N1 -0.26 -1.35 -0.27  -0.48
C2 0.02 0.03 0.19  0.22
C3 -0.56 1.13 -0.72  -1.27
C4 1.55 0.16 0.26  -0.92
C5 1.90 1.31 1.19  0.09
O1 2.09 1.14 2.36  -0.46
H1 -2.04 -1.67 0.80  0.31
H2 -1.78 -2.75 -0.50  0.33
H3 -2.31 -1.05 -0.81  0.30
H4 -0.08 -1.28 -1.27  0.29
H5 -0.44 0.07 1.18  0.46
H6 -0.86 0.71 -1.68  0.33
H7 -1.42 1.63 -0.27  0.26
H8 0.20 1.89 -0.93  0.42
H9 1.95 -0.76 0.71  0.38
H10 2.01 0.22 -0.73  0.32
H11 1.72 2.28 0.69  0.32

Properties
energy relative to the best compared isomer or geometry (same formula, charge and spin): 162.9 kJ/mol
molar mass: 101.1 Da
SMILES: CN[C@H](C)CC=O
HOMO energy: -9.3 eV
Kohn-Sham gap: 10.248 eV
E_LUMO: 1.0 eV

[7]
Here is a structure of composition C5H11NO at a distorted geometry from the Open Molecules 2025 dataset. Energies are from ωB97M-V/def2-TZVPD.

Last column: Mulliken charge in e.
Element x y z (Å)
C1 -2.06 1.40 -0.30  -0.56
O1 -1.58 0.08 -0.50  -0.51
H1 -0.60 -0.42 0.31  0.27
H2 -1.34 2.16 -0.63  0.25
H3 -2.27 1.56 0.76  0.24
H4 -2.98 1.55 -0.87  0.22
C2 1.55 0.02 1.20  -1.29
C3 0.59 -0.87 0.49  0.59
C4 -0.02 -0.10 -1.34  0.05
C5 0.69 -2.21 0.49  -0.86
N1 0.63 0.89 -1.73  -0.62
H5 0.72 1.69 -1.11  0.26
H6 -0.22 -1.00 -1.91  0.40
H7 1.03 0.79 1.79  0.30
H8 2.21 0.54 0.49  0.29
H9 2.20 -0.53 1.89  0.41
H10 -0.03 -2.82 -0.04  0.27
H11 1.48 -2.74 1.01  0.28

Properties
energy relative to the best compared isomer or geometry (same formula, charge and spin): 547.7 kJ/mol
molar mass: 101.1 Da
HOMO energy: -8.9 eV
Kohn-Sham gap: 9.173 eV
E_LUMO: 0.3 eV

[8]
Here is an isolated molecule of C5H11NO at a distorted geometry from the Open Molecules 2025 dataset. Energies are from ωB97M-V/def2-TZVPD.

Last column: Mulliken charge in e.
Element x y z (Å)
C1 -0.24 -0.79 2.72  -1.19
C2 0.01 0.23 1.63  0.76
O1 0.21 1.40 1.80  -0.62
N1 0.05 -0.31 0.36  -0.23
C3 0.07 0.49 -0.84  0.52
C4 -1.19 0.30 -1.68  -1.42
C5 1.38 0.26 -1.61  -1.40
H1 -0.11 -0.22 3.63  0.32
H2 -1.19 -1.32 2.70  0.31
H3 0.44 -1.64 2.59  0.32
H4 0.02 -1.31 0.31  0.25
H5 0.02 1.54 -0.54  0.23
H6 -1.46 -0.76 -1.84  0.34
H7 -2.09 0.78 -1.29  0.35
H8 -1.09 0.66 -2.71  0.38
H9 1.38 -0.71 -2.10  0.34
H10 2.20 0.27 -0.89  0.38
H11 1.58 1.13 -2.24  0.37

Properties
energy relative to the best compared isomer or geometry (same formula, charge and spin): 30.9 kJ/mol
molar mass: 101.1 Da
SMILES: CC(=O)NC(C)C
HOMO energy: -9.5 eV
Kohn-Sham gap: 10.365 eV
E_LUMO: 0.9 eV

Q: Among the records above, which one has the highest energy relative to the best compared isomer or geometry (same formula, charge and spin)?
A: number 7

Copy entry 6 word for word.
Here is an isolated molecule of C5H11NO at a distorted geometry from the Open Molecules 2025 dataset. Energies are from ωB97M-V/def2-TZVPD.

Last column: Mulliken charge in e.
Element x y z (Å)
C1 -1.67 -1.72 -0.22  -0.90
N1 -0.26 -1.35 -0.27  -0.48
C2 0.02 0.03 0.19  0.22
C3 -0.56 1.13 -0.72  -1.27
C4 1.55 0.16 0.26  -0.92
C5 1.90 1.31 1.19  0.09
O1 2.09 1.14 2.36  -0.46
H1 -2.04 -1.67 0.80  0.31
H2 -1.78 -2.75 -0.50  0.33
H3 -2.31 -1.05 -0.81  0.30
H4 -0.08 -1.28 -1.27  0.29
H5 -0.44 0.07 1.18  0.46
H6 -0.86 0.71 -1.68  0.33
H7 -1.42 1.63 -0.27  0.26
H8 0.20 1.89 -0.93  0.42
H9 1.95 -0.76 0.71  0.38
H10 2.01 0.22 -0.73  0.32
H11 1.72 2.28 0.69  0.32

Properties
energy relative to the best compared isomer or geometry (same formula, charge and spin): 162.9 kJ/mol
molar mass: 101.1 Da
SMILES: CN[C@H](C)CC=O
HOMO energy: -9.3 eV
Kohn-Sham gap: 10.248 eV
E_LUMO: 1.0 eV